[1]
The following is a DFT calculation (the ωB97M-V functional and the def2-TZVPD basis) of a cluster of 11 separate species, C38H54O28 in total in a non-equilibrium geometry.

Its HOMO energy is -0.3623 Ha. For the HOMO-LUMO gap, the calculation gives 10.0 eV. The molar mass is 958.82 g mol⁻¹. The SMILES is O=C1CCCO1.O=C1CCCO1.O=C1CCCO1.O=C1CCCO1.O=C1CCCO1.O=C1OCCO1.O=C1OCCO1.O=C1OCCO1.O=C1OCCO1.O=C1OCCO1.O=C1OCCO1.

```
120
Properties=species:S:1:pos:R:3:forces:R:3:lowdin_charge:R:1
O 3.449 1.125 -1.725 0.34 0.84 0.07 0.1002
C 3.557 2.301 -1.997 -0.67 -0.73 -2.37 -0.5047
C 3.601 2.930 -3.412 -0.04 -1.01 -1.73 -0.0671
C 3.453 4.442 -3.249 -1.38 -0.11 0.84 -0.1316
C 3.574 4.615 -1.730 0.58 -0.75 0.60 -0.0957
O 3.592 3.277 -1.141 0.16 0.87 1.50 0.0369
H 4.558 2.654 -3.908 -0.31 0.20 0.57 0.1355
H 2.846 2.479 -4.129 0.60 0.66 1.25 0.1165
H 4.171 5.035 -3.746 1.13 0.30 -0.54 0.0938
H 2.495 4.859 -3.609 0.18 -0.63 0.27 0.1219
H 4.489 5.102 -1.386 0.04 -0.07 -0.25 0.1279
H 2.761 5.074 -1.210 -0.65 0.56 -0.14 0.1164
O -0.439 -1.674 -6.254 3.20 1.41 1.56 0.0674
C 0.670 -1.320 -5.809 -2.03 0.24 -0.39 -0.3784
C 2.026 -1.913 -6.075 0.45 0.24 -1.25 -0.0744
C 3.034 -1.067 -5.317 1.49 0.32 0.38 -0.1143
C 2.146 -0.253 -4.373 -0.21 -3.11 0.58 -0.1525
O 0.840 -0.233 -4.933 -1.32 -1.05 -1.42 0.0022
H 2.074 -2.919 -5.768 -0.30 -1.39 0.64 0.1087
H 2.204 -1.990 -7.178 -0.23 0.38 0.84 0.1500
H 3.768 -1.609 -4.622 -0.95 0.43 -1.67 0.1257
H 3.620 -0.450 -6.063 -0.61 -0.39 1.10 0.1359
H 2.062 -0.785 -3.382 0.10 0.63 -0.97 0.1161
H 2.518 0.682 -4.190 0.40 2.29 0.35 0.0537
O -7.483 3.192 1.637 0.36 -0.12 -0.45 0.0987
C -6.371 2.837 1.329 -1.50 -0.39 1.14 -0.5193
C -5.116 3.384 1.925 0.80 -0.24 -0.63 -0.0661
C -3.969 2.562 1.272 -1.67 0.37 0.29 -0.1191
C -4.723 1.712 0.200 0.22 -0.50 1.33 -0.1009
O -6.153 1.802 0.506 1.02 0.45 -0.41 0.0332
H -5.129 4.425 1.608 0.29 0.23 0.51 0.1253
H -5.140 3.241 3.019 -0.12 0.47 -0.54 0.1315
H -3.140 3.184 0.977 0.10 0.11 -0.74 0.1085
H -3.580 1.938 2.036 0.35 -0.83 0.43 0.0527
H -4.554 2.019 -0.806 0.00 0.36 -0.76 0.1071
H -4.469 0.656 0.287 0.09 0.14 -0.14 0.1051
O -3.767 1.100 4.991 1.13 2.74 -1.12 0.1534
C -4.250 0.067 5.210 -1.08 -2.35 3.11 -0.4516
C -4.523 -1.111 4.338 0.30 0.47 0.16 -0.0636
C -5.371 -2.011 5.198 0.53 -1.08 -1.19 -0.1574
C -5.038 -1.622 6.592 2.18 0.02 1.02 -0.1631
O -4.577 -0.258 6.546 -0.61 0.47 -1.61 0.0066
H -5.073 -0.734 3.505 -0.02 0.03 -0.96 0.1265
H -3.529 -1.477 4.047 -0.34 -0.19 -0.15 0.1369
H -6.388 -1.871 4.944 -1.22 0.57 0.07 0.1095
H -5.225 -3.051 4.922 0.35 -0.30 0.48 0.1217
H -5.828 -1.754 7.299 -0.57 0.24 0.41 0.1178
H -4.123 -2.098 6.998 -0.72 -0.66 -0.28 0.1366
O -1.778 0.433 2.039 -0.44 -0.18 -0.09 0.1065
C -1.323 0.677 3.117 1.14 -0.04 0.56 -0.4857
C -1.194 1.989 3.856 -0.11 0.84 -0.65 -0.0842
C -0.620 1.603 5.199 1.74 -0.67 -1.29 -0.1263
C 0.108 0.268 4.933 0.06 0.28 -0.67 -0.1075
O -0.652 -0.288 3.821 0.06 -0.06 -0.09 -0.0169
H -0.598 2.688 3.230 0.07 -0.59 0.40 0.1418
H -2.144 2.506 3.992 -0.12 -0.33 -0.24 0.1085
H 0.068 2.332 5.582 0.00 0.41 0.58 0.1159
H -1.435 1.361 5.800 -1.20 0.12 1.52 0.0838
H 1.190 0.364 4.643 -1.07 -0.07 0.04 0.1204
H 0.025 -0.450 5.750 0.04 0.15 -0.03 0.1240
O 7.489 2.831 3.628 0.48 0.11 0.32 0.1646
C 6.474 2.229 3.545 -0.97 -0.28 -0.50 -0.5884
O 5.674 1.869 4.570 0.39 -0.42 1.06 0.0368
C 4.374 1.370 4.147 1.86 -0.23 -0.35 -0.0795
C 4.683 1.162 2.647 -0.46 -1.10 -1.72 -0.1132
O 5.912 1.841 2.377 0.26 0.27 0.80 0.0382
H 4.043 0.488 4.735 0.65 0.34 -0.59 0.1350
H 3.758 2.189 4.416 -1.24 0.64 -0.39 0.1097
H 3.975 1.713 1.975 0.15 -1.22 0.60 0.1323
H 4.912 0.063 2.330 -1.11 1.86 0.70 0.1661
O 0.462 2.094 -2.332 -0.24 0.02 0.65 0.1691
C -0.397 2.015 -3.152 -0.30 -0.83 -1.53 -0.5379
O -0.441 2.802 -4.236 1.31 0.83 0.47 0.0412
C -1.481 2.496 -5.119 -0.54 -1.51 -0.16 -0.0798
C -2.017 1.128 -4.499 -1.25 1.53 -0.12 -0.0922
O -1.375 1.084 -3.247 1.17 0.18 1.33 0.0410
H -2.163 3.355 -5.048 -0.16 -0.59 -0.57 0.1326
H -1.044 2.302 -6.126 -0.56 0.49 0.67 0.1412
H -1.770 0.244 -5.061 0.23 -0.15 -0.35 0.0985
H -3.095 1.132 -4.252 0.44 0.07 -0.54 0.1406
O 4.992 -3.729 -4.044 -0.28 -0.12 0.44 0.1367
C 4.264 -3.645 -3.091 3.18 -0.06 0.27 -0.6302
O 4.687 -3.646 -1.794 -0.97 -0.23 0.15 0.0714
C 3.459 -3.709 -0.974 0.86 0.35 0.12 -0.0633
C 2.470 -3.046 -1.898 0.44 -0.13 0.17 -0.0867
O 2.991 -3.466 -3.158 -2.90 -0.25 -1.25 0.0536
H 3.239 -4.740 -0.734 -0.21 -0.31 -0.34 0.1191
H 3.604 -3.223 -0.019 0.21 0.46 -0.05 0.1329
H 2.565 -1.965 -1.977 -0.27 0.12 0.93 0.1096
H 1.455 -3.396 -1.765 -0.15 0.10 -0.06 0.1265
O -3.028 -0.577 -1.431 0.30 -0.69 -0.22 0.1498
C -2.589 -1.395 -2.187 0.08 0.62 0.35 -0.5850
O -1.517 -2.185 -1.973 0.60 -0.24 -0.50 0.0495
C -1.183 -2.854 -3.246 0.18 -0.66 1.39 -0.0768
C -2.481 -2.789 -3.951 -0.11 -0.32 -2.08 -0.1359
O -3.077 -1.629 -3.411 -0.89 0.36 -0.41 0.0680
H -0.438 -2.315 -3.811 0.46 0.26 0.40 0.1017
H -0.879 -3.889 -2.995 0.05 0.68 -0.21 0.1491
H -3.074 -3.663 -3.772 -0.67 -0.39 0.40 0.1259
H -2.375 -2.713 -5.065 -0.03 0.30 1.07 0.1429
O 2.263 -1.078 2.593 0.52 -0.14 0.73 0.1531
C 1.825 -0.435 1.701 -0.80 -0.45 -2.11 -0.5713
O 1.478 0.857 1.741 0.21 -0.57 -0.16 0.0479
C 0.855 1.204 0.487 -1.44 2.02 0.61 -0.0922
C 0.841 -0.026 -0.361 -1.27 -1.44 1.05 -0.1193
O 1.556 -0.967 0.445 0.45 0.16 1.58 0.0267
H -0.156 1.608 0.803 1.06 -0.60 -0.89 0.1378
H 1.428 1.984 0.022 0.28 0.39 -0.05 0.1018
H 1.311 -0.010 -1.290 1.12 0.77 -1.31 0.0672
H -0.161 -0.419 -0.581 -0.01 0.11 0.51 0.1274
O 1.442 -5.628 0.922 0.61 0.23 -0.27 0.1652
C 0.661 -4.846 1.343 -2.19 1.45 -0.23 -0.5256
O 0.485 -3.519 0.929 0.46 -1.42 0.10 -0.0027
C -0.647 -2.872 1.595 0.28 -1.64 -0.52 -0.0649
C -0.894 -3.909 2.718 -0.66 -0.76 0.37 -0.0839
O -0.339 -5.161 2.210 0.90 1.17 0.18 0.0436
H -0.275 -1.902 1.866 -0.26 0.21 0.56 0.0824
H -1.505 -2.768 0.877 0.81 -0.22 0.62 0.1428
H -1.915 -4.210 2.909 -0.57 0.55 -0.29 0.1161
H -0.505 -3.715 3.730 0.53 0.31 -0.64 0.1323
```
Positions in Å, forces in eV/Å.

[2]
The following is a DFT calculation (the ωB97M-V functional and the def2-TZVPD basis) of a structure of composition C3H2N2O2 in a non-equilibrium geometry.

Its HOMO energy is -0.3719 Ha. For the energy relative to the best compared isomer or geometry (same formula, charge and spin), the calculation gives 401.8 kJ/mol. For the HOMO-LUMO gap, the calculation gives 8.8 eV. The molar mass is 98.06 g mol⁻¹.

```
9
Properties=species:S:1:pos:R:3:forces:R:3:lowdin_charge:R:1
O 1.893 -1.355 -1.309 -0.71 0.50 -0.56 0.1017
C 1.483 -0.813 -0.319 1.02 -0.98 -0.64 -0.1674
C 0.484 0.318 -0.267 0.38 0.28 -1.23 -0.4856
N -0.435 0.115 0.726 -1.10 0.93 1.09 0.1238
C -1.803 0.369 0.518 -0.26 0.06 -0.24 -0.2467
N -1.578 1.555 0.757 0.85 -1.21 0.03 0.2935
O 0.632 1.260 -0.992 -0.29 0.32 -0.03 0.1390
H 1.942 -1.137 0.585 0.12 -0.02 1.63 0.1109
H -2.617 -0.313 0.300 0.00 0.13 -0.04 0.1308
```
Positions in Å, forces in eV/Å.

[3]
The following is a DFT calculation (the ωB97M-V functional and the def2-TZVPD basis) of a cluster of 2 separate species, C5H8O2 in total.

Its HOMO energy is -0.3251 Ha. For the energy relative to the best compared isomer or geometry (same formula, charge and spin), the calculation gives 458.8 kJ/mol. For the HOMO-LUMO gap, the calculation gives 9.4 eV. The molar mass is 100.12 g mol⁻¹. The SMILES is C=CO[C@H]1C=C1O.[H][H].

```
15
Properties=species:S:1:pos:R:3:forces:R:3:lowdin_charge:R:1
C -2.321 0.213 -0.034 0.12 0.13 0.04 -0.0006
C -1.140 0.811 0.085 -0.23 -0.09 -0.20 -0.2620
O -0.415 0.779 1.235 -0.12 -0.07 0.01 -0.0608
C 0.989 0.644 1.072 0.25 0.20 0.09 -0.2234
C 1.584 -0.624 0.539 0.06 0.15 -0.25 0.0819
C 1.609 0.424 -0.233 -0.11 -0.28 0.35 -0.3069
O 1.881 1.019 -1.395 0.09 -0.16 -0.06 0.1005
H -2.733 -0.375 0.779 0.04 0.09 -0.09 0.0649
H -2.892 0.311 -0.951 0.09 0.04 0.14 0.0552
H -0.694 1.388 -0.727 -0.07 -0.10 0.10 0.1212
H 1.465 1.209 1.875 -0.06 -0.06 -0.12 0.1388
H 1.767 -1.668 0.736 -0.01 0.16 -0.03 0.0962
H 2.222 0.350 -2.007 -0.02 0.14 0.04 0.1278
H -0.874 -1.935 -0.474 0.05 -0.11 -0.02 0.0225
H -0.448 -2.545 -0.499 -0.07 -0.03 -0.03 0.0447
```
Positions in Å, forces in eV/Å.

[4]
The following is a DFT calculation (the ωB97M-V functional and the def2-TZVPD basis) of a structure of composition C22H49InNO5.

Its HOMO energy is -0.1365 Ha. For the HOMO-LUMO gap, the calculation gives 6.3 eV. Its net charge is -1. The molar mass is 522.45 g mol⁻¹.

```
78
Properties=species:S:1:pos:R:3:forces:R:3:lowdin_charge:R:1
C -1.336 -1.758 1.408 0.03 -0.05 -0.10 -0.1310
C -2.687 -1.638 0.708 -0.02 0.17 0.14 -0.2864
C -2.584 -1.091 -0.723 -0.11 -0.01 -0.20 -0.3238
C -2.749 0.428 -0.894 0.09 -0.05 0.13 -0.2830
In -1.904 1.776 0.627 0.06 0.00 -0.01 0.6511
O -2.815 3.645 0.465 -0.04 0.07 0.16 -0.4630
N 0.171 2.102 0.174 -0.22 -0.18 0.16 -0.1784
C 0.942 0.887 -0.022 0.27 0.06 0.06 -0.4541
C 2.237 1.137 -0.810 -0.02 0.01 -0.14 -0.1313
H -0.831 -0.795 1.485 -0.03 0.03 -0.03 0.0149
H -1.436 -2.152 2.424 -0.02 -0.01 -0.01 0.0644
H -0.686 -2.428 0.836 0.01 -0.01 0.06 0.0663
H -3.168 -2.622 0.701 0.03 -0.01 -0.02 0.0925
H -3.333 -0.977 1.298 -0.02 -0.04 -0.03 0.0832
H -3.345 -1.598 -1.332 0.07 -0.01 -0.03 0.0740
H -1.620 -1.403 -1.136 0.01 -0.03 0.03 0.0766
H -2.309 0.729 -1.852 -0.06 0.01 -0.01 0.0258
H -3.815 0.671 -0.961 0.02 0.02 0.03 0.0262
H -2.142 1.301 2.340 0.00 0.07 0.03 -0.0722
H -2.952 3.981 1.358 0.00 -0.04 -0.18 -0.0882
H 0.556 2.579 0.984 0.12 0.05 -0.06 -0.0133
H 0.345 0.147 -0.571 -0.03 0.07 -0.06 0.0737
H 1.229 0.403 0.927 -0.07 -0.09 -0.03 0.0781
H 2.015 1.826 -1.629 0.04 -0.04 -0.02 0.0566
H 3.009 1.598 -0.186 -0.08 0.07 0.04 0.0452
H 2.663 0.217 -1.232 -0.03 -0.02 0.07 0.0481
C 2.199 2.287 5.418 -0.01 -0.05 -0.02 -0.1635
C 1.363 1.009 5.506 -0.02 0.04 -0.02 -0.1675
C 0.580 1.062 4.196 0.02 -0.02 0.06 -0.2004
O 1.440 1.717 3.264 0.04 0.01 -0.16 -0.1503
C 2.533 2.322 3.930 -0.01 0.02 0.10 -0.2089
H 3.089 2.282 6.048 0.00 -0.01 0.00 0.1038
H 1.592 3.154 5.688 -0.01 0.00 0.00 0.1129
H 2.015 0.132 5.527 0.00 0.00 0.00 0.1091
H 0.711 0.972 6.379 0.01 0.01 0.00 0.1064
H -0.347 1.632 4.293 0.00 0.00 0.00 0.1026
H 0.324 0.080 3.798 -0.01 0.00 0.00 0.1136
H 3.450 1.755 3.719 0.01 0.01 0.02 0.1074
H 2.661 3.335 3.545 0.00 0.01 0.01 0.1107
C 6.573 2.076 2.911 0.02 0.04 0.00 -0.1691
C 6.482 3.269 1.960 -0.04 -0.01 0.01 -0.1625
C 5.634 4.237 2.777 0.02 -0.03 -0.06 -0.1999
O 5.958 3.991 4.148 0.01 0.04 0.02 -0.1460
C 6.689 2.773 4.262 -0.04 -0.06 -0.01 -0.2139
H 7.416 1.416 2.706 0.00 0.01 0.00 0.1084
H 5.656 1.488 2.862 -0.01 0.00 -0.01 0.1006
H 7.473 3.689 1.775 0.01 0.00 0.01 0.1099
H 6.024 3.025 1.003 0.00 0.00 0.00 0.1122
H 4.570 4.046 2.616 -0.02 0.01 0.00 0.0997
H 5.835 5.285 2.554 0.01 0.00 0.01 0.1163
H 7.736 2.997 4.500 0.00 0.02 0.00 0.1123
H 6.268 2.191 5.084 0.01 -0.01 -0.01 0.1122
C -5.180 -1.473 -5.684 0.00 0.05 0.02 -0.1707
C -6.484 -0.913 -5.113 0.02 -0.03 0.02 -0.1724
C -6.316 -1.213 -3.626 -0.02 0.07 -0.09 -0.2053
O -4.920 -1.147 -3.367 0.00 -0.11 0.11 -0.1437
C -4.188 -1.102 -4.585 0.00 -0.01 -0.04 -0.2008
H -4.910 -1.052 -6.652 -0.01 0.00 0.00 0.1068
H -5.247 -2.559 -5.787 0.00 -0.01 0.01 0.1094
H -6.533 0.165 -5.277 0.00 0.01 0.00 0.1119
H -7.380 -1.367 -5.536 0.01 0.00 -0.01 0.1051
H -6.689 -2.215 -3.381 0.02 -0.01 -0.01 0.1149
H -6.821 -0.492 -2.981 -0.01 0.00 -0.01 0.1190
H -3.788 -0.093 -4.731 -0.01 0.01 0.01 0.1235
H -3.346 -1.792 -4.508 0.00 0.01 -0.02 0.1025
C -0.926 -4.254 -4.300 0.00 -0.01 0.02 -0.1719
C 0.494 -4.497 -3.787 -0.01 0.05 -0.01 -0.1717
C 0.491 -3.669 -2.506 -0.01 0.00 -0.05 -0.2033
O -0.840 -3.726 -2.006 0.05 -0.13 0.14 -0.1481
C -1.722 -4.238 -2.998 -0.03 0.10 -0.06 -0.2027
H -1.277 -5.013 -4.999 0.01 0.00 0.00 0.1064
H -0.986 -3.280 -4.791 0.00 0.01 0.00 0.1081
H 0.641 -5.555 -3.559 -0.01 -0.01 0.01 0.1090
H 1.269 -4.184 -4.486 0.00 0.00 0.00 0.1073
H 0.758 -2.626 -2.711 -0.01 0.01 0.01 0.1206
H 1.166 -4.048 -1.737 0.01 -0.01 -0.02 0.1169
H -2.041 -5.249 -2.719 0.02 0.00 0.01 0.1161
H -2.604 -3.595 -3.033 -0.01 -0.02 -0.01 0.1048
```
Positions in Å, forces in eV/Å.